A structure of composition C2CoF6NO3S2, computed with ωB97M-V/def2-TZVPD.

Atoms and positions in Å:
N -1.15503 0.79566 0.38543
S -1.56496 -0.79962 0.68172
O 1.18006 -3.19848 2.22858
C -1.39388 -1.61377 -0.95943
F -1.06037 -0.78775 -1.94454
F -2.52040 -2.22113 -1.30172
F -0.43115 -2.52065 -0.82561
S 0.27139 1.31294 0.82829
O 1.12321 0.28974 1.53532
O 0.18911 2.60659 1.48981
C 1.26769 1.67981 -0.70758
F 2.34519 0.91369 -0.72194
F 0.54450 1.45222 -1.78599
F 1.63434 2.94903 -0.68156
Co 0.64557 -1.48005 1.91635

**Multiplicity**: 6
**DFT total energy**: -3134.52048 a.u.
**⟨S²⟩**: 8.778
**Total charge**: +1
**HOMO energy (spin up / spin down)**: -16.09 / -15.19 eV